# 1
Entry from the Open Molecules 2025 dataset: a cluster of 3 separate species, C3H13NO3 in total in a non-equilibrium geometry (ωB97M-V/def2-TZVPD).

Positions of all 20 atoms, in Å:
1 N 0.14 -1.46 1.08
2 C -0.92 -1.86 0.20
3 C -1.97 -0.64 0.14
4 C -1.22 0.38 -0.76
5 O -0.51 1.39 0.02
6 H -0.16 -0.85 1.84
7 H 0.95 -1.04 0.62
8 H -0.54 -1.88 -0.89
9 H -1.39 -2.74 0.51
10 H -2.16 -0.16 1.13
11 H -2.75 -1.22 -0.25
12 H -1.97 0.89 -1.32
13 H -0.51 -0.09 -1.29
14 H 0.30 1.64 -0.39
15 O 0.99 2.62 -2.21
16 H 1.64 2.20 -1.67
17 H 0.75 3.47 -1.85
18 O 2.85 -0.31 1.37
19 H 2.96 0.51 1.90
20 H 3.52 -0.84 1.81

Results
Orbital gap ... 0.311 Eh
SMILES ... NCCCO.O.O
Spin multiplicity ... 1
ΔE to the lowest compared entry with this formula, charge and spin ... 207.5 kJ/mol
HOMO energy ... -8.060 eV



# 2
Entry from the Open Molecules 2025 dataset: a cluster of 2 separate species, C6H8Cl2N2 in total in a non-equilibrium geometry (ωB97M-V/def2-TZVPD).

Positions of all 18 atoms, in Å:
1 C 2.71 -0.69 -0.43
2 N 1.48 -0.41 -0.26
3 C 0.53 -0.70 -1.21
4 C -0.63 -0.02 -1.16
5 Cl -1.97 -0.33 -2.33
6 C -0.82 1.10 -0.17
7 C -1.69 0.51 0.89
8 H 3.16 -1.08 -1.34
9 H 3.40 -0.60 0.37
10 H 0.76 -1.54 -1.86
11 H 0.33 1.30 0.11
12 H -1.02 1.90 -0.79
13 H -2.69 0.94 0.86
14 H -1.31 0.85 1.89
15 H -1.78 -0.52 0.64
16 N -0.58 2.21 -2.82
17 C 0.50 1.90 -2.97
18 Cl 2.08 1.41 -3.01

Results
Orbital gap ... 0.329 Eh
SMILES ... C=N/C=C(/Cl)CC.N#CCl
Spin multiplicity ... 1
ΔE to the lowest compared entry with this formula, charge and spin ... 254.3 kJ/mol
HOMO energy ... -8.758 eV



# 3
Entry from the Open Molecules 2025 dataset: an isolated molecule of C3H9N in a non-equilibrium geometry (ωB97M-V/def2-TZVPD).

Positions of all 13 atoms, in Å:
1 C 1.10 -0.66 0.65
2 C 0.13 -0.04 -0.38
3 C -0.09 1.42 0.01
4 N -1.18 -0.68 -0.46
5 H 1.38 -1.69 0.40
6 H 0.71 -0.70 1.71
7 H 2.01 -0.03 0.71
8 H 0.57 -0.16 -1.40
9 H -0.63 1.98 -0.74
10 H 0.85 1.94 0.23
11 H -0.70 1.42 0.94
12 H -1.68 -0.68 0.41
13 H -1.11 -1.67 -0.71

Results
Orbital gap ... 0.383 Eh
SMILES ... CC(C)N
Spin multiplicity ... 1
ΔE to the lowest compared entry with this formula, charge and spin ... 10.4 kJ/mol
HOMO energy ... -9.223 eV



# 4
Entry from the Open Molecules 2025 dataset: a structure of composition C2H2Sn in a non-equilibrium geometry (ωB97M-V/def2-TZVPD).

Positions of all 5 atoms, in Å:
1 H -0.02 -1.58 -0.03
2 C -0.05 -0.63 0.54
3 C -0.72 0.25 0.02
4 H -1.22 1.08 -0.45
5 Sn 2.01 0.87 -0.08

Results
Orbital gap (alpha / beta) ... 0.226 / 0.373 Eh
Spin multiplicity ... 2
Net charge ... +1
HOMO energy (alpha / beta) ... -12.634 / -16.497 eV



# 5
Entry from the Open Molecules 2025 dataset: an isolated molecule of C23H27N3O5S in a non-equilibrium geometry (ωB97M-V/def2-TZVPD).

Positions of all 59 atoms, in Å:
1 C -1.70 -3.26 2.40
2 O -0.68 -2.62 1.66
3 C -0.82 -2.54 0.31
4 C -1.86 -3.09 -0.42
5 C -1.88 -2.92 -1.80
6 C -0.90 -2.20 -2.45
7 C 0.16 -1.66 -1.72
8 C 1.25 -0.92 -2.44
9 N 2.01 -0.02 -1.59
10 C 3.32 -0.32 -1.37
11 O 3.87 -1.29 -1.84
12 C 4.07 0.69 -0.52
13 C 5.23 0.11 0.28
14 C 5.40 1.12 1.41
15 C 3.97 1.61 1.69
16 N 3.22 1.26 0.51
17 C 1.94 1.58 0.24
18 C 1.19 2.45 1.04
19 C -0.10 2.80 0.69
20 C -0.65 2.29 -0.47
21 S -2.30 2.76 -0.96
22 O -2.61 4.01 -0.33
23 O -2.42 2.63 -2.38
24 N -3.33 1.62 -0.30
25 C -3.31 0.32 -0.92
26 C -4.17 -0.63 -0.09
27 O -3.63 -0.83 1.20
28 C -2.90 0.28 1.70
29 C -3.44 1.59 1.15
30 C 0.05 1.38 -1.26
31 C 1.33 1.00 -0.90
32 C 0.19 -1.83 -0.35
33 H -1.78 -4.32 2.13
34 H -2.67 -2.77 2.24
35 H -1.41 -3.18 3.44
36 H -2.64 -3.66 0.06
37 H -2.69 -3.35 -2.37
38 H -0.94 -2.07 -3.52
39 H 0.85 -0.37 -3.30
40 H 1.98 -1.65 -2.82
41 H 4.44 1.49 -1.20
42 H 6.13 -0.02 -0.32
43 H 4.94 -0.87 0.67
44 H 5.87 0.69 2.29
45 H 6.01 1.96 1.06
46 H 3.95 2.69 1.88
47 H 3.54 1.10 2.56
48 H 1.63 2.85 1.94
49 H -0.67 3.50 1.27
50 H -3.71 0.43 -1.93
51 H -2.29 -0.09 -0.99
52 H -4.22 -1.61 -0.56
53 H -5.19 -0.22 -0.01
54 H -1.83 0.17 1.44
55 H -3.00 0.24 2.79
56 H -4.49 1.71 1.43
57 H -2.88 2.44 1.55
58 H -0.43 1.01 -2.15
59 H 1.00 -1.44 0.25

Results
Orbital gap ... 0.312 Eh
SMILES ... COc1cccc(CN2C(=O)[C@@H]3CCCN3c3ccc(S(=O)(=O)N4CCOCC4)cc32)c1
Spin multiplicity ... 1
ΔE to the lowest compared entry with this formula, charge and spin ... 291.0 kJ/mol
HOMO energy ... -7.944 eV



# 6
Entry from the Open Molecules 2025 dataset: a cluster of 2 separate species, C4H10O2S in total in a non-equilibrium geometry (ωB97M-V/def2-TZVPD).

Positions of all 17 atoms, in Å:
1 O -0.29 0.24 -2.86
2 C -0.42 1.05 -1.98
3 C -0.88 0.70 -0.60
4 C 0.12 0.94 0.59
5 C 0.20 2.36 1.18
6 S 0.33 3.75 0.01
7 H -0.41 2.13 -2.20
8 H -1.76 1.28 -0.32
9 H -1.22 -0.32 -0.51
10 H 1.06 0.59 0.15
11 H -0.12 0.33 1.45
12 H -0.65 2.43 1.85
13 H 1.08 2.40 1.82
14 H 1.18 3.07 -0.78
15 O 0.62 -6.94 0.35
16 H 1.19 -6.52 1.02
17 H -0.02 -7.48 0.84

Results
Orbital gap ... 0.366 Eh
SMILES ... O=CCCCS.O
Spin multiplicity ... 1
ΔE to the lowest compared entry with this formula, charge and spin ... 148.7 kJ/mol
HOMO energy ... -9.295 eV



# 7
Entry from the Open Molecules 2025 dataset: a cluster of 2 separate species, C4H8Cl2Si in total in a non-equilibrium geometry (ωB97M-V/def2-TZVPD).

Positions of all 15 atoms, in Å:
1 C -1.19 -2.90 -0.74
2 C -0.11 -2.54 -0.03
3 C -0.16 2.56 0.51
4 C 0.50 1.30 0.96
5 Si 0.67 0.01 -0.53
6 Cl -0.18 0.53 -2.32
7 Cl 2.63 -0.41 -0.76
8 H -1.41 -3.95 -0.66
9 H -1.87 -2.21 -1.38
10 H 0.29 -3.24 0.71
11 H 0.15 2.72 -0.54
12 H -1.23 2.55 0.62
13 H 0.40 3.30 1.10
14 H 0.00 0.87 1.79
15 H 1.52 1.42 1.29

Results
Orbital gap ... 0.326 Eh
Spin multiplicity ... 1
ΔE to the lowest compared entry with this formula, charge and spin ... 311.8 kJ/mol
HOMO energy ... -8.582 eV



# 8
Entry from the Open Molecules 2025 dataset: an isolated molecule of C4H8N2O2 in a non-equilibrium geometry (ωB97M-V/def2-TZVPD).

Positions of all 16 atoms, in Å:
1 H -1.87 2.52 0.95
2 N -2.24 1.60 0.74
3 C -1.47 0.62 0.44
4 N -1.88 -0.65 0.27
5 O -0.10 0.82 0.33
6 C 0.79 -0.20 0.42
7 C 1.03 -1.21 -0.67
8 C 1.83 0.13 -0.54
9 O 1.62 1.26 -1.27
10 H -2.79 -0.86 0.62
11 H -1.20 -1.39 0.47
12 H 0.96 -0.47 1.45
13 H 1.52 -2.11 -0.37
14 H 0.30 -1.46 -1.54
15 H 2.78 -0.11 -0.14
16 H 0.71 1.52 -1.16

Results
Orbital gap ... 0.371 Eh
SMILES ... [H]/N=C(/N)O[C@H]1C[C@H]1O
Spin multiplicity ... 1
ΔE to the lowest compared entry with this formula, charge and spin ... 327.0 kJ/mol
HOMO energy ... -9.326 eV



no.,electronic energy (eV)
1,-10952.6213
2,-34373.2688
3,-4747.0016
4,-7925.9911
5,-49832.2513
6,-19239.4504
7,-37199.6915
8,-11350.7235